This record from the Open Molecules 2025 dataset describes a single C20H22ClN5O molecule. The level of theory is ωB97M-V/def2-TZVPD.

- Orbital gap: 8.38 eV
- Energy relative to the best compared isomer or geometry (same formula, charge and spin): 115.7 kJ/mol
- HOMO: -8.4 eV

```
! RIJCOSX wB97M-V def2-TZVPD def2/J DEFGRID3
* xyz 0 1
O -1.3976 0.7485 1.4540
Cl -0.2877 -3.2564 0.0863
N 2.8237 -4.3719 3.2661
N 1.7816 -0.9501 3.3920
C -0.8926 -0.2244 0.9015
C 1.8954 -4.3448 2.3587
C 0.8286 -0.3658 2.6229
C 2.0154 -2.2580 3.1661
C 1.0452 3.5139 -3.5129
C 1.0979 4.2931 -2.3480
C 0.1846 2.4235 -3.6144
C -0.5433 2.8424 -1.3372
C 0.4594 -2.3671 1.3647
C 0.1407 -1.0212 1.6254
C 1.3971 -2.9952 2.2062
C 0.2926 3.9525 -1.2428
C -0.5996 2.0485 -2.4929
N -1.2194 -0.4784 -0.4276
N 2.9381 -3.1097 3.7538
N -2.0357 0.3443 -1.2518
C 1.4167 -5.6231 1.6759
C 0.2752 4.7706 0.0304
C 3.8922 -2.7231 4.7932
C -3.4979 0.1591 -1.2529
C -1.5097 0.8095 -2.5476
C -3.9732 0.9029 -2.4670
C -2.7531 1.0280 -3.3925
H 0.6895 0.6456 2.8165
H 1.6477 3.8076 -4.3293
H 1.6803 5.1832 -2.3466
H 0.2119 1.8734 -4.5417
H -1.1411 2.5641 -0.5107
H -0.7482 -1.2574 -0.8664
H 2.1667 -5.8307 0.9051
H 1.4537 -6.4580 2.3704
H 0.4133 -5.5691 1.2221
H 0.9387 4.3355 0.7783
H -0.7131 4.8324 0.4642
H 0.6166 5.8075 -0.1080
H 4.1608 -3.5832 5.3550
H 3.4571 -2.0152 5.4775
H 4.7357 -2.2371 4.2963
H -3.9579 0.5484 -0.3703
H -3.7134 -0.9051 -1.3098
H -0.9315 -0.0298 -2.9446
H -4.7910 0.4090 -2.9908
H -4.3470 1.9104 -2.1582
H -2.7563 1.9771 -3.8896
H -2.8472 0.2437 -4.1289
*
```

---

This record from the Open Molecules 2025 dataset describes a molecular structure, C13H23CoN4O2P2. The level of theory is ωB97M-V/def2-TZVPD.

- Orbital gap (alpha / beta): 7.90 / 5.51 eV
- <S²>: 6.0731
- HOMO (alpha / beta): -14.8 / -14.6 eV

```
! RIJCOSX wB97M-V def2-TZVPD def2/J DEFGRID3
* xyz 2 5
Co 0.0166 0.2441 0.7479
P -2.1389 0.1500 0.3889
C -2.0832 0.5491 -1.3367
C -0.8985 1.1686 -1.7993
N 0.2142 1.0492 -0.9761
C 1.4554 1.3685 -1.3887
C 1.6480 2.0534 -2.5843
C 0.5413 2.2866 -3.4023
C -0.7134 1.8323 -3.0351
C 2.6071 0.9134 -0.5068
P 2.1197 -0.5681 0.5048
H -1.5731 1.9612 -3.6913
H 2.6647 2.3319 -2.8653
H 0.6903 2.8092 -4.3414
H 3.4991 0.6521 -1.1013
H 2.9157 1.7075 0.1984
H -2.0614 -1.3600 -2.5675
H -2.9856 0.6001 -1.9493
H -1.0723 -3.0730 -1.5186
O -1.7374 -2.2438 -2.8576
H -2.3244 -2.5206 -3.5816
H 0.5954 -1.2164 0.6793
O -0.5926 -3.2178 -0.6555
H 0.2477 -3.6416 -0.9330
C 2.5833 -1.9911 -0.5109
H 3.6211 -1.9048 -0.8657
H 2.4596 -2.8843 0.1156
H 1.8956 -2.0715 -1.3631
C 3.1557 -0.5371 1.9809
H 2.9650 -1.4587 2.5446
H 4.2235 -0.4792 1.7130
H 2.8979 0.3209 2.6146
C -2.8940 1.5059 1.3364
H -3.8900 1.7242 0.9358
H -2.9649 1.2315 2.3966
H -2.2757 2.4098 1.2652
C -3.1186 -1.3406 0.6264
H -3.2238 -1.4890 1.7066
H -4.1039 -1.2080 0.1613
H -2.5849 -2.1912 0.1912
N 0.0536 0.6046 2.5213
C -0.0905 1.0135 3.6265
N -0.4436 1.5375 4.7172
C 0.1402 1.6113 5.8852
N 0.5601 1.7604 6.9736
*
```